1.
{
  "formula": "C3H10O2",
  "method": "wB97M-V/def2-TZVPD",
  "species": ["H", "H", "C", "H", "O", "C", "H", "H", "H", "H", "H", "H", "C", "O", "H"],
  "xyz": [[-2.52, -2.17, 0.00], [-0.35, 3.25, 1.29], [0.87, -1.67, 0.68], [-1.26, 2.26, 2.00], [1.27, 2.97, -2.84], [-0.41, -1.86, -0.07], [1.94, 3.21, -3.49], [1.44, -0.83, 0.27], [0.62, -1.37, 1.70], [-1.63, -1.94, 1.59], [1.46, -2.58, 0.75], [-0.36, -1.92, -1.16], [-1.57, -2.06, 0.51], [-0.33, 2.52, 1.93], [0.82, 2.19, -3.17]],
  "smiles": "C=CC.O.O",
  "lumo_energy_ha": 0.027,
  "homo_lumo_gap_ev": 10.38,
  "total_charge": 0
}

=====

2.
{
  "formula": "C4H5NO2",
  "method": "wB97M-V/def2-TZVPD",
  "species": ["C", "H", "H", "C", "N", "C", "H", "H", "H", "O", "O", "C"],
  "xyz": [[0.22, -0.62, 1.25], [1.04, -1.32, 1.33], [1.81, 1.34, 0.71], [-1.07, -0.69, -1.64], [0.04, 0.32, 0.23], [-0.11, 0.36, -1.10], [-0.74, -1.04, 1.61], [0.47, 1.58, 1.94], [-0.97, -0.83, -2.73], [-1.90, -1.24, -0.96], [0.35, 1.23, -1.81], [0.86, 0.95, 1.15]],
  "smiles": "O=CC(=O)N1CC1",
  "lumo_energy_ha": -0.008,
  "homo_lumo_gap_ev": 9.70,
  "total_charge": 0
}

=====

3.
{
  "formula": "C34H37BInN10O6S3",
  "method": "wB97M-V/def2-TZVPD",
  "species": ["C", "H", "C", "H", "C", "C", "S", "H", "O", "H", "H", "N", "C", "H", "C", "H", "H", "C", "C", "H", "N", "H", "C", "H", "C", "C", "C", "C", "C", "H", "B", "C", "C", "C", "C", "H", "H", "C", "N", "H", "H", "N", "C", "O", "H", "H", "H", "H", "C", "H", "N", "S", "H", "C", "C", "H", "O", "C", "C", "H", "H", "H", "N", "N", "H", "C", "H", "C", "C", "C", "O", "H", "S", "C", "H", "H", "N", "C", "C", "H", "H", "O", "H", "N", "H", "O", "In", "C", "H", "C", "N", "H"],
  "xyz": [[-1.82, 1.06, 4.43], [5.37, -0.45, -7.17], [2.59, -0.34, -4.48], [3.40, 1.82, 4.58], [1.90, -3.24, -1.84], [-1.37, -0.11, 3.64], [-3.34, -0.52, 1.37], [1.16, 3.58, -1.99], [-2.67, -3.95, 1.94], [3.87, -3.06, 0.58], [-0.98, 1.66, 4.76], [0.84, 1.93, 1.89], [-1.27, 1.84, -2.48], [-2.11, 3.58, -3.41], [3.69, -1.16, 1.57], [-0.64, -3.94, 1.68], [3.53, -4.20, -2.54], [-5.59, -0.65, -0.24], [-7.81, -1.16, 0.52], [3.05, -1.09, -7.76], [1.39, 1.79, 0.64], [5.35, -0.91, 3.05], [3.52, 0.75, 4.72], [4.52, 0.56, 5.13], [-5.99, -1.14, 2.09], [-2.17, -1.39, 3.55], [0.49, 3.23, 2.09], [1.35, 2.97, 0.07], [0.56, 0.84, -3.47], [-7.30, -0.70, -1.52], [1.01, 0.81, 2.92], [2.30, -0.73, -5.78], [3.39, 0.01, 3.42], [1.52, -0.28, -3.44], [4.34, -0.72, 2.74], [1.35, 1.79, -5.24], [-2.29, -1.79, 4.56], [4.22, -2.03, 0.47], [2.83, -4.25, -1.81], [3.88, -1.68, -0.50], [-2.48, 1.66, 3.80], [2.44, -0.73, 1.54], [4.59, -0.42, -6.42], [-3.46, -1.27, 3.00], [-8.02, -1.56, 2.62], [-0.38, 3.57, -5.23], [-0.01, 4.88, 3.30], [5.31, -2.03, 0.48], [0.77, 3.92, 0.94], [2.49, -5.16, -1.55], [2.25, -0.02, 2.68], [-4.50, -0.18, -1.58], [2.78, 0.42, 5.45], [-0.09, 3.80, 3.34], [-7.34, -1.31, 1.81], [0.61, 4.98, 0.77], [-3.21, -0.14, -0.86], [1.90, 3.16, -1.30], [3.90, 0.01, -4.16], [4.13, 0.30, -3.14], [-1.15, 3.56, 3.45], [0.43, 3.45, 4.23], [-0.36, 0.87, -2.50], [2.27, -2.20, -2.56], [-5.63, -1.26, 3.10], [0.59, 1.82, -4.47], [-8.87, -1.29, 0.31], [4.89, -0.02, -5.12], [-1.33, 2.83, -3.45], [-1.18, -2.23, 2.79], [-4.95, 1.13, -2.00], [-1.18, -4.27, 3.34], [0.45, -3.49, -0.96], [-5.11, -0.82, 1.05], [5.91, 0.25, -4.86], [1.03, 1.29, 4.02], [-0.12, -1.59, 2.50], [3.29, -0.78, -6.75], [-0.38, 2.82, -4.45], [-1.99, 1.79, -1.67], [-2.40, 0.72, 5.29], [-3.24, 0.90, 1.73], [2.23, 2.20, -1.70], [1.39, -1.18, -2.53], [2.76, 3.84, -1.29], [-4.61, -1.22, -2.56], [0.07, -0.68, -0.32], [-1.37, -3.67, 2.43], [1.28, -1.02, -6.03], [-6.94, -0.83, -0.50], [-0.26, -0.24, 3.02], [-3.30, -3.31, 2.29]],
  "lumo_energy_ha": 0.063,
  "homo_lumo_gap_ev": 5.64,
  "total_charge": -1
}

=====

4.
{
  "formula": "C5H7N3",
  "method": "wB97M-V/def2-TZVPD",
  "species": ["C", "H", "H", "H", "H", "C", "H", "N", "N", "C", "C", "N", "C", "H", "H"],
  "xyz": [[-1.05, 0.68, -2.08], [-1.46, 1.38, 2.16], [-0.06, 2.60, 0.45], [2.46, -3.15, -0.12], [1.74, -1.20, 1.73], [-0.50, 1.68, 0.18], [-1.98, 0.31, 0.76], [0.14, 0.54, 0.96], [0.26, -0.60, 0.09], [-0.77, 1.13, -1.05], [-1.24, 0.95, 1.15], [1.55, -2.44, -0.16], [1.35, -1.42, 0.60], [-1.11, 0.13, -3.09], [-0.01, -0.72, -0.89]],
  "smiles": "[H]/N=C/NN1C[C@@H]1C#C",
  "lumo_energy_ha": 0.040,
  "homo_lumo_gap_ev": 9.49,
  "total_charge": 0
}

=====

5.
{
  "formula": "C9H22FNO6PS",
  "method": "wB97M-V/def2-TZVPD",
  "species": ["H", "O", "H", "H", "O", "H", "C", "H", "O", "H", "C", "H", "S", "H", "C", "H", "O", "H", "H", "C", "H", "C", "C", "H", "P", "H", "F", "H", "O", "H", "C", "H", "N", "H", "H", "H", "H", "C", "C", "O", "H"],
  "xyz": [[4.94, 0.20, 2.37], [-1.26, -1.19, 0.91], [3.33, 0.37, 0.70], [-2.19, 0.80, -4.44], [-3.38, 0.34, -2.76], [1.32, 0.21, 3.20], [2.58, 2.47, 3.22], [2.81, 2.49, 4.28], [-2.13, -2.83, -0.77], [-3.84, 1.42, -4.42], [2.77, 1.16, 1.18], [-5.22, -2.08, -4.30], [-4.00, -0.85, 0.18], [3.08, 3.28, 2.71], [2.78, -1.35, 3.02], [1.51, 2.52, 3.05], [-1.88, 1.71, -1.81], [3.84, -1.54, 3.22], [-5.46, -0.55, -3.53], [-3.21, 0.58, -4.17], [-5.87, -0.74, -5.21], [2.38, 0.06, 3.39], [4.56, 1.10, 2.84], [2.71, -2.53, 1.47], [-2.23, -1.32, -0.34], [-3.07, -1.45, -4.67], [-3.72, -0.40, -6.24], [-2.93, -3.05, -1.26], [-1.59, -0.50, -1.57], [2.20, -2.03, 3.64], [-3.76, -0.63, -4.89], [2.58, 0.22, 4.44], [3.08, 1.18, 2.65], [1.70, 1.03, 1.05], [4.77, 1.09, 3.91], [3.08, 2.12, 0.77], [-0.33, -1.28, 0.65], [-5.15, -1.02, -4.45], [-2.30, 0.60, -2.03], [2.49, -1.61, 1.65], [5.01, 1.98, 2.38]],
  "lumo_energy_ha": -0.102,
  "homo_lumo_gap_ev": 8.59,
  "total_charge": 1
}

=====

6.
{
  "formula": "C2HLiO2Tb",
  "method": "wB97M-V/def2-TZVPD",
  "species": ["Tb", "Li", "C", "C", "O", "H", "O"],
  "xyz": [[-0.12, -1.28, 3.19], [0.43, 1.36, -0.17], [-1.18, 1.69, -1.89], [0.93, -1.09, 0.07], [0.50, -0.64, 1.19], [1.42, -2.09, 0.20], [-1.98, 2.04, -2.60]],
  "multiplicity": 7,
  "lumo_energy_ha": [-0.555, -0.597],
  "homo_lumo_gap_ev": [8.70, 8.23],
  "total_charge": 3
}

=====

7.
{
  "formula": "C5H46B2Br2O19",
  "method": "wB97M-V/def2-TZVPD",
  "species": ["O", "H", "C", "O", "O", "H", "H", "C", "H", "H", "H", "H", "H", "H", "O", "H", "H", "H", "H", "O", "H", "H", "O", "O", "O", "C", "H", "H", "H", "H", "O", "H", "H", "O", "B", "C", "H", "H", "H", "O", "H", "O", "C", "H", "H", "H", "O", "H", "H", "H", "H", "O", "H", "O", "H", "H", "H", "H", "H", "B", "H", "H", "H", "H", "O", "Br", "H", "H", "O", "O", "H", "Br", "H", "O"],
  "xyz": [[3.90, -2.10, -7.75], [-0.18, 4.50, 0.32], [-0.03, -0.96, -0.55], [-0.04, -5.88, 1.24], [2.56, -4.85, 0.19], [1.00, -3.50, -1.01], [-5.49, -4.83, 0.73], [-3.20, 0.06, 1.01], [4.59, -2.65, -8.13], [-0.76, 7.34, -1.35], [-2.24, 5.45, 2.91], [-0.90, 5.04, -2.47], [-3.33, 0.48, 3.12], [3.92, 0.99, -6.47], [-3.09, 5.79, -0.41], [-5.82, 7.29, 1.92], [-3.60, -3.08, 0.22], [-2.30, 5.43, -0.81], [-5.11, -4.25, 2.08], [-1.33, 4.18, -2.54], [4.56, -0.06, -7.36], [3.83, -6.44, -0.39], [-2.75, 6.23, 2.65], [0.09, 4.15, 1.17], [2.61, 1.33, 2.47], [-2.59, 0.11, 2.43], [0.34, -0.09, 2.91], [-2.94, 6.08, 1.72], [3.08, -2.54, -7.97], [2.64, -2.49, -5.43], [-5.78, 6.45, 2.37], [-4.29, 0.07, 1.11], [1.54, 0.43, 7.79], [2.47, 1.08, 5.83], [-2.81, -1.29, 0.29], [1.05, -2.82, -1.85], [-1.13, -2.98, -0.45], [2.42, 2.26, 2.61], [2.00, -2.97, -2.35], [-3.84, -2.16, 0.04], [2.03, -0.74, 8.62], [4.78, 0.69, -6.79], [0.98, -1.43, -1.29], [-2.95, 0.94, 0.43], [-0.65, 7.03, 0.14], [-0.32, -5.53, 0.39], [0.67, -0.43, 3.75], [2.15, 0.87, 3.19], [1.38, 0.92, -5.37], [3.53, -3.57, -4.83], [2.34, -5.19, 1.07], [-0.51, 6.64, -0.73], [-2.08, 4.33, -3.13], [3.99, -7.39, -0.54], [-4.83, 6.28, 2.48], [4.56, -7.66, 0.19], [-3.80, 5.19, -0.65], [2.30, 0.35, -4.28], [3.29, 0.70, 5.51], [-1.26, -1.81, -0.23], [-0.07, 3.20, 1.11], [3.16, -4.12, 0.35], [0.54, -1.38, 3.72], [-1.75, 0.80, 2.49], [-4.73, -4.64, 1.29], [2.51, -0.37, -1.69], [-0.24, -6.82, 1.19], [0.23, -2.97, -2.54], [1.24, -0.39, 8.18], [2.27, 0.59, -5.22], [1.78, 0.50, 5.46], [0.09, 0.84, 0.11], [-2.29, -0.88, 2.76], [2.61, -3.34, -4.97]],
  "lumo_energy_ha": -0.043,
  "homo_lumo_gap_ev": 8.41,
  "total_charge": 0
}

=====

8.
{
  "formula": "C21H29N5O3",
  "method": "wB97M-V/def2-TZVPD",
  "species": ["H", "C", "H", "H", "C", "C", "O", "N", "N", "N", "H", "C", "H", "C", "C", "C", "H", "C", "H", "H", "H", "N", "H", "C", "C", "H", "C", "H", "H", "H", "N", "C", "C", "H", "C", "H", "H", "H", "C", "C", "H", "C", "C", "H", "H", "H", "H", "C", "H", "C", "C", "O", "O", "H", "H", "H", "H", "H"],
  "xyz": [[7.41, 0.20, -0.94], [-3.99, 2.14, -0.21], [6.25, -0.26, 0.14], [-6.56, 1.90, 1.54], [-2.67, -0.32, 0.00], [2.36, -1.01, 2.10], [-4.62, 3.13, 0.17], [4.12, -0.43, 0.68], [1.48, -1.39, 1.02], [6.10, 1.57, -0.84], [-0.78, 1.00, -0.14], [4.90, 1.97, -0.34], [3.33, 0.11, -1.39], [-3.95, -0.31, -0.09], [6.48, 2.40, -1.99], [-6.00, 3.18, -0.30], [3.47, -1.86, -0.86], [4.32, 0.91, 0.76], [2.24, -0.11, 2.61], [-2.62, -4.55, -2.30], [-0.90, -4.93, -2.19], [-2.30, -2.58, -0.99], [7.50, 1.02, 0.41], [-2.52, 2.01, 0.01], [-6.68, 1.84, 0.32], [-6.09, 2.96, -1.51], [3.76, -1.27, 1.96], [0.20, -4.16, 0.16], [5.90, 3.17, -2.29], [1.16, -0.77, -0.81], [-1.33, -3.54, -1.06], [-0.64, -2.29, 0.46], [0.05, -1.50, 1.60], [-7.68, 1.82, 0.23], [-1.88, -1.69, -0.37], [2.35, -1.78, 3.05], [3.22, 1.61, 1.29], [6.76, 1.66, -2.69], [-1.88, 0.62, -0.07], [6.89, 0.57, -0.23], [-0.05, -2.01, 2.32], [-1.64, -4.79, -1.77], [-0.50, -3.46, -0.01], [4.63, -0.99, 2.66], [4.08, -2.09, 1.43], [7.46, 2.77, -1.55], [-4.48, -1.34, 0.05], [-4.73, 0.80, 0.14], [1.53, 0.49, 0.09], [3.19, -0.45, -0.42], [1.82, -0.59, -0.03], [-6.06, 0.55, -0.01], [4.10, 2.74, -0.79], [-6.45, 4.20, 0.10], [5.05, 1.26, 1.66], [-2.18, 2.90, 0.18], [-0.34, -0.61, 1.73], [-1.69, -5.78, -0.98]],
  "lumo_energy_ha": 0.025,
  "homo_lumo_gap_ev": 8.38,
  "total_charge": 0
}

=====

9.
{
  "formula": "C14H34FN3O2P",
  "method": "wB97M-V/def2-TZVPD",
  "species": ["H", "H", "P", "H", "C", "C", "H", "H", "H", "H", "H", "C", "H", "F", "H", "C", "H", "H", "N", "H", "H", "H", "H", "C", "C", "H", "H", "H", "H", "H", "H", "C", "H", "C", "N", "C", "H", "H", "H", "H", "H", "H", "N", "O", "C", "H", "H", "H", "C", "H", "C", "H", "C", "O", "C"],
  "xyz": [[-0.70, -0.63, -0.15], [3.38, -2.78, 1.42], [1.78, -0.49, 1.30], [3.30, -0.73, 3.88], [-0.44, -1.67, 0.02], [-2.61, -1.30, 1.28], [0.74, 0.37, 3.34], [-0.70, 2.33, -6.49], [-3.46, -1.87, 1.63], [4.46, -2.12, 2.47], [-0.61, -2.18, -0.92], [-0.68, 0.22, -4.64], [-0.09, -0.46, -2.71], [2.38, 3.09, 1.20], [0.55, 0.95, -0.22], [1.06, -1.83, 0.31], [-3.09, -0.17, 3.05], [-1.85, 3.11, -2.10], [1.98, -1.51, 5.17], [3.88, -0.45, 0.21], [0.43, -1.33, 3.06], [-2.23, 2.87, -5.78], [2.26, 1.25, -0.21], [1.24, 2.32, 1.31], [3.60, -0.71, 1.24], [0.40, 2.90, 0.94], [-0.73, -0.79, -5.04], [-0.96, -2.55, 1.98], [4.05, 0.03, 1.89], [-1.84, -0.30, -2.91], [0.98, -1.69, 5.27], [-1.44, -2.26, 1.05], [-0.77, 2.78, -4.77], [-2.29, -0.20, 2.31], [4.06, -2.05, 1.55], [-2.03, 2.06, -2.29], [-1.38, -0.43, 2.86], [0.31, 0.63, -4.88], [-2.88, -0.83, 0.34], [1.61, -1.75, -0.63], [-2.69, 1.96, -3.15], [1.05, 2.12, 2.36], [-2.16, 1.16, 1.75], [-0.77, 1.43, -2.51], [-1.32, 2.31, -5.59], [-2.53, 1.62, -1.41], [-1.85, -3.18, 0.63], [-2.94, 1.74, 2.00], [1.40, 1.07, 0.44], [-2.10, 1.14, 0.74], [1.21, -0.56, 3.03], [1.31, -2.80, 0.73], [-0.88, 0.16, -3.14], [-1.69, 0.97, -5.28], [2.26, -0.95, 4.07]],
  "lumo_energy_ha": -0.088,
  "homo_lumo_gap_ev": 9.39,
  "total_charge": 1
}

=====

no.,E_tot (eV)
1,-7367.2296
2,-9811.0655
3,-101402.8429
4,-9761.9670
5,-46302.1103
6,-28786.8724
7,-186272.2207
8,-35819.5663
9,-35632.8636